1.
Formula: C39H31AsCl2GaO2S3
Source: OMol25
Level of theory: the ωB97M-V functional and the def2-TZVPD basis

Results
* net charge: +1

Positions of all 79 atoms, in Å:
Ga 1.47155 -0.61219 -0.65780
Cl 1.32947 -1.18764 1.88410
C 3.00379 -0.89634 2.37252
C 3.23593 -0.91659 3.73363
C 4.52667 -0.70206 4.18315
C 5.53772 -0.47271 3.26543
C 5.26246 -0.45666 1.90929
Cl 6.58158 -0.14779 0.82655
C 3.97596 -0.67060 1.39890
S 3.71211 -0.63492 -0.34235
H 2.42358 -1.09601 4.42395
H 4.74167 -0.71165 5.24281
H 6.55405 -0.30315 3.59286
S 1.34671 -0.32197 -2.91595
C 1.15638 1.43776 -3.14191
C 1.18306 1.88723 -4.46763
C 1.08174 3.23466 -4.76148
C 0.96749 4.17974 -3.74541
C 0.94551 3.75055 -2.43270
C 1.01722 2.38921 -2.13037
As 1.01981 1.84347 -0.29457
C 2.26357 3.03763 0.52263
C 3.61416 2.87919 0.21495
C 4.54020 3.76153 0.74883
C 4.12035 4.79041 1.58440
C 2.77622 4.93750 1.89119
C 1.83761 4.05782 1.36141
C -0.69447 2.34925 0.41700
C -1.66732 2.98618 -0.34620
C -2.89170 3.30670 0.22816
C -3.14329 2.99987 1.56047
C -2.17155 2.36690 2.32452
C -0.95090 2.03179 1.75034
H 1.29899 1.16632 -5.26728
H 1.11111 3.55408 -5.79560
H 0.91029 5.23540 -3.97452
H 0.88097 4.47957 -1.63268
H 3.94649 2.07579 -0.43021
H 5.59027 3.64605 0.51386
H 4.84577 5.47896 1.99760
H 2.45193 5.73833 2.54274
H 0.78970 4.17713 1.60379
H -1.47979 3.22811 -1.38365
H -3.64786 3.80606 -0.36422
H -4.09464 3.26064 2.00591
H -2.36292 2.13170 3.36398
H -0.19263 1.54725 2.35515
O -0.38667 -1.21521 -0.39491
S -1.61693 -0.60647 -1.11767
C -1.86839 -1.64368 -2.58173
C -2.55266 -2.97163 -2.44834
C -3.89690 -3.10874 -2.78084
C -4.51714 -4.34910 -2.71065
C -3.79394 -5.46352 -2.30521
C -2.44879 -5.33519 -1.97918
C -1.83137 -4.09598 -2.05776
C -3.01264 -0.93857 -0.00094
C -2.84212 -2.03034 1.02270
C -2.04321 -1.79047 2.13734
C -1.87596 -2.76016 3.11170
C -2.52099 -3.98478 2.98447
C -3.33594 -4.22305 1.88763
C -3.49363 -3.25127 0.90741
H -0.84009 -1.73113 -2.93563
H -2.38833 -0.98257 -3.27914
H -4.46046 -2.24689 -3.12334
H -5.56015 -4.44772 -2.98182
H -4.27390 -6.43260 -2.25892
H -1.87921 -6.20346 -1.67421
H -0.78006 -3.99936 -1.81406
H -3.85408 -1.11188 -0.67477
H -3.14603 0.03015 0.48310
H -1.56032 -0.82853 2.24427
H -1.25301 -2.55989 3.97438
H -2.39630 -4.74466 3.74492
H -3.85390 -5.16861 1.79185
H -4.13886 -3.44233 0.06110
O 1.99663 -3.93035 -1.79212
C 1.67039 -3.05445 -1.17526

Atoms 1-6, force components in eV/Å:
Ga -0.1 0.7 -0.1
Cl 0.2 -0.1 0.2
C -0.5 0.0 -0.1
C 0.1 0.0 0.0
C 0.0 0.0 0.0
C 0.0 0.0 0.1

2.
Formula: C39H31CdN9O3PS2
Source: OMol25
Level of theory: the ωB97M-V functional and the def2-TZVPD basis

Results
* net charge: -1

Positions of all 86 atoms, in Å:
Cd 0.43438 0.41067 0.31070
N -5.60071 -0.75518 2.08745
C -4.81843 0.02449 1.71997
N -4.01049 0.98324 1.35500
C -2.84396 0.74830 0.86176
N -1.78669 0.66742 0.38197
C 0.91544 -3.80103 1.23071
C -0.31193 -3.15476 0.66579
O -0.30486 -2.00922 0.24887
C -1.59685 -3.91541 0.67417
C -1.64285 -5.28205 0.93928
C -2.86267 -5.93599 1.00464
C -4.04067 -5.22249 0.83053
C -4.00274 -3.85745 0.57705
C -2.78371 -3.20776 0.48665
H 1.70907 -3.06983 1.32554
H 1.22790 -4.62518 0.58401
H 0.69680 -4.21153 2.21851
H -0.72729 -5.83616 1.10063
H -2.89567 -6.99853 1.20968
H -4.99437 -5.72910 0.90892
H -4.92073 -3.29379 0.48447
H -2.72656 -2.14285 0.30049
N -4.62914 -0.83564 5.25284
C -3.26841 -0.79091 4.98054
C -2.39002 -0.04548 5.76647
C -1.03601 0.00043 5.46933
C -0.53647 -0.71483 4.39542
C -1.39902 -1.49398 3.62715
C -2.74419 -1.54455 3.91619
S 1.12192 -0.49062 3.82489
O 1.61256 -1.75669 3.34790
O 1.85341 0.18602 4.87045
N 0.96578 0.46242 2.53983
C 0.84534 1.80789 2.68210
S 0.90913 2.77152 4.12583
C 0.48574 4.16678 3.19332
C 0.40206 3.84301 1.88805
N 0.60272 2.51799 1.59846
H -4.97061 -0.03604 5.76373
H -5.19836 -1.01540 4.42868
H -2.77566 0.51988 6.60721
H -0.36019 0.59598 6.06940
H -1.00216 -2.04303 2.78897
H -3.41802 -2.13928 3.31049
H 0.40593 5.13973 3.64702
H 0.20534 4.53132 1.07969
C 5.92835 -1.58498 -4.38215
C 4.58575 -1.83898 -4.62992
C 3.66847 -1.80205 -3.59224
C 4.06752 -1.49461 -2.29011
C 5.41759 -1.24090 -2.05569
C 6.34154 -1.29116 -3.09175
P 2.73611 -1.44379 -1.01167
C 3.71645 -1.08959 0.48738
C 4.27008 -2.24802 1.04993
C 4.95490 -2.25450 2.24619
C 5.07965 -1.06337 2.94836
C 4.55710 0.09530 2.41848
C 3.89237 0.11046 1.18616
C 1.91720 0.13916 -1.37411
C 0.95206 -0.08290 -2.47397
C 0.77240 0.74994 -3.50569
C 1.58710 1.95525 -3.60026
C 2.54924 2.23086 -2.72269
C 2.91862 1.30098 -1.59029
H 6.64716 -1.61633 -5.19155
H 4.25280 -2.06854 -5.63465
H 2.62368 -2.00737 -3.79342
H 5.75224 -0.99840 -1.05413
H 7.38608 -1.08797 -2.88866
H 4.12155 -3.18336 0.51891
H 5.34822 -3.17912 2.64734
H 5.56725 -1.03644 3.91371
H 4.65082 1.02386 2.97020
H 3.47676 2.03463 1.62902
H 0.33500 -0.97440 -2.38653
H 0.00822 0.55626 -4.24684
H 1.40080 2.64828 -4.41272
H 3.14252 3.12920 -2.81990
H 3.91047 0.87952 -1.83881
N 3.43536 1.41027 0.83219
C 3.16020 2.06481 -0.31887
N 3.08859 3.36824 -0.35109
C 3.41640 4.04015 0.74788
N 3.71917 4.65998 1.67889

Atoms 1-6, force components in eV/Å:
Cd -0.1 0.0 -0.1
N 0.1 0.0 0.0
C -0.2 -0.3 0.2
N 0.1 0.2 -0.1
C 0.0 0.1 0.0
N 0.2 -0.1 -0.1

3.
Formula: C39H31Cl3N6O6SSn
Source: OMol25
Level of theory: the ωB97M-V functional and the def2-TZVPD basis

Results
* net charge: +2

Positions of all 87 atoms, in Å:
Sn 1.94203 -0.80883 0.86419
C 4.66855 -2.72004 0.09158
N 3.54456 -2.08693 -0.63463
C 4.08311 -1.11027 -1.59840
C 4.53243 0.13662 -0.88457
C 5.63223 0.87107 -1.28893
C 5.95929 2.02709 -0.59517
C 5.17975 2.41000 0.48611
C 4.09789 1.62429 0.82942
N 3.78101 0.51032 0.15923
C 2.73837 -3.10333 -1.31644
C 1.46018 -2.51833 -1.85503
C 0.80845 -3.09080 -2.93446
C -0.38133 -2.53462 -3.37252
C -0.89203 -1.42443 -2.71392
C -0.19097 -0.91082 -1.64254
N 0.97117 -1.43870 -1.23026
C 4.22790 -3.36960 1.37488
C 4.62378 -4.64311 1.74360
C 4.22398 -5.12829 2.98231
C 3.43872 -4.32951 3.79734
C 3.07429 -3.07478 3.33633
N 3.46648 -2.60069 2.15606
H 5.17632 -3.44034 -0.55826
H 5.38904 -1.93640 0.33566
H 4.90705 -1.54215 -2.17585
H 3.29774 -0.84221 -2.30785
H 6.22387 0.53830 -2.13159
H 6.81704 2.61712 -0.89067
H 5.40373 3.29920 1.05815
H 3.45882 1.88742 1.66338
H 3.30050 -3.57400 -2.13166
H 2.49433 -3.88587 -0.59364
H 1.23244 -3.95969 -3.42090
H -0.90638 -2.96058 -4.21809
H -1.81304 -0.96016 -3.03182
H -0.56773 -0.06584 -1.07666
H 5.23658 -5.24084 1.08133
H 4.52238 -6.11738 3.30421
H 3.11206 -4.66858 4.77044
H 2.44644 -2.42196 3.93390
O -3.98530 -5.07744 1.33581
C -3.05219 -4.34847 1.25161
C -1.71915 -4.64664 0.51988
O -1.52694 -5.45252 -0.33361
C -0.69573 -3.58185 0.97036
C -1.48075 -2.43997 1.65280
O -1.06100 -1.34402 1.84540
C -2.92767 -2.94175 1.89926
O -3.77872 -2.33381 2.45766
O 0.49349 -3.64102 0.86698
Cl -4.07813 0.03526 -4.54476
C -3.65925 1.10785 -3.24950
C -3.32831 2.42580 -3.52368
C -3.02211 3.26611 -2.47076
C -3.00934 2.82295 -1.14892
C -2.78133 3.84359 -0.05452
C -1.34112 4.34912 0.01219
N -0.43225 3.33920 0.54733
C -0.07562 3.20841 1.86448
C 0.70675 2.10046 1.93844
N 0.83952 1.54346 0.68750
C 0.13640 2.31796 -0.12390
O -3.59639 4.95888 -0.32768
C -4.62690 5.18893 0.63585
C -5.43650 3.95986 0.92144
C -6.09228 3.22019 -0.02125
Cl -6.16281 3.53347 -1.70466
S -6.88487 1.85214 0.63723
C -6.35661 2.25716 2.21248
C -5.60266 3.38790 2.21606
C -3.31132 1.48544 -0.91696
Cl -3.27707 0.81499 0.69024
C -3.65895 0.62585 -1.95164
H -3.35141 2.79175 -4.54107
H -2.83469 4.31506 -2.66859
H -3.03051 3.39374 0.90799
H -1.30839 5.21313 0.67351
H -0.98522 4.66243 -0.96858
H -0.40789 3.90351 2.61757
H 1.15704 1.66278 2.81691
H 0.02629 2.19984 -1.19193
H -5.23559 5.97998 0.20138
H -4.19607 5.56302 1.57030
H -6.63477 1.63926 3.05172
H -5.17698 3.81829 3.11340
H -3.95772 -0.39265 -1.73806

Atoms 1-6, force components in eV/Å:
Sn 0.2 0.1 0.2
C 0.0 0.0 0.0
N 0.0 0.1 0.0
C 0.0 0.0 0.0
C 0.0 0.0 0.1
C 0.0 0.0 0.0

4.
Formula: C39H31ClLuN3O5P
Source: OMol25
Level of theory: the ωB97M-V functional and the def2-TZVPD basis

Results
* net charge: +1

Positions of all 81 atoms, in Å:
Lu -0.67582 -0.86883 0.32299
O -1.88218 -1.23743 -3.49451
C -1.18944 -0.80694 -2.59347
N -1.58257 -0.09464 -1.51295
C -2.82647 0.47918 -1.50205
O -3.37634 1.01189 -2.43704
C -3.48004 0.49554 -0.12751
C -4.79146 0.95461 -0.03888
C -5.41242 0.98158 1.19898
C -4.70239 0.53929 2.30637
C -3.40851 0.07954 2.12602
N -2.79416 0.05825 0.94208
C 0.28071 -1.18904 -2.55282
C 0.84822 -1.74713 -3.69237
C 2.15819 -2.18758 -3.64552
C 2.86098 -2.03710 -2.45944
C 2.22876 -1.44717 -1.37819
N 0.95771 -1.03625 -1.40256
H -5.28417 1.28211 -0.94462
H -6.42861 1.32998 1.30201
H -5.13478 0.55858 3.29444
H -2.83265 -0.28910 2.96947
H 0.24079 -1.83041 -4.57943
H 2.61690 -2.63946 -4.51045
H 3.88392 -2.36590 -2.37352
H 2.75901 -1.29651 -0.44340
Cl 1.64036 -0.31910 1.82804
C 1.76115 1.14353 2.75685
C 2.62188 1.24008 3.83336
C 2.67576 2.43215 4.54036
C 1.87487 3.49900 4.16975
C 1.00801 3.38529 3.09664
C 0.94277 2.20280 2.36598
P -0.20043 1.88977 0.96358
C 0.91776 2.11118 -0.47528
C 2.30724 2.10936 -0.40714
C 3.05209 2.25658 -1.56571
C 2.42288 2.39948 -2.79089
C 1.03836 2.40418 -2.86285
C 0.28736 2.26272 -1.71241
C -1.10901 3.47150 0.98857
C -0.67660 4.59348 0.28925
C -1.30846 5.80887 0.48082
C -2.36338 5.91652 1.37298
C -2.81340 4.79644 2.05486
C -2.19059 3.57605 1.86149
H 3.23348 0.39808 4.11145
H 3.33999 2.52546 5.38409
H 1.91771 4.42905 4.71588
H 0.38142 4.22226 2.83167
H 2.81527 2.01175 0.54200
H 4.13002 2.27099 -1.50966
H 3.00968 2.51634 -3.68858
H 0.54111 2.52790 -3.81244
H -0.79302 2.29068 -1.76057
H 0.15521 4.52026 -0.39476
H -0.96465 6.67654 -0.06091
H -2.83493 6.87320 1.53766
H -3.64266 4.87808 2.74254
H -2.52689 2.69963 2.40149
C 4.20223 -5.37931 1.09031
O 3.45794 -5.56123 -0.09580
C 2.26744 -4.95643 -0.22956
C 1.53736 -5.30401 -1.38883
C 0.29510 -4.78281 -1.60008
C -0.27818 -3.84128 -0.71762
C -1.62279 -3.35319 -0.86452
C -2.57431 -3.99182 -1.83193
O -2.05697 -2.40119 -0.17348
C 0.49773 -3.41122 0.41791
O 0.08318 -2.48183 1.21957
C 1.74203 -4.03295 0.65283
H 5.05729 -6.04884 1.00598
H 3.61065 -5.64346 1.97024
H 4.55290 -4.34816 1.18826
H 1.98414 -6.00575 -2.07307
H -0.25950 -5.07210 -2.47820
H -2.49867 -5.07313 -1.83468
H -2.37526 -3.61094 -2.83393
H -3.58250 -3.68568 -1.56530
H 2.27667 -3.73178 1.54016

Atoms 1-6, force components in eV/Å:
Lu -0.4 2.5 0.7
O 0.1 0.1 0.0
C 0.1 0.0 -0.6
N -0.2 0.2 -0.4
C -0.1 0.2 0.1
O -0.1 -0.1 0.1

5.
Formula: C39H32As2CaClF3NO2S4Sb
Source: OMol25
Level of theory: the ωB97M-V functional and the def2-TZVPD basis

Results
* net charge: -2

Positions of all 86 atoms, in Å:
Ca -0.17290 2.40946 -0.21132
C 0.26740 -2.00507 1.03808
C -1.02455 -2.12055 0.23166
As -1.62774 -0.48204 -0.70361
C -1.25906 -0.91137 -2.57389
C -0.53325 -2.02087 -2.98334
C -0.27980 -2.23996 -4.33117
C -0.74419 -1.34198 -5.27992
C -1.46382 -0.22749 -4.87491
C -1.72399 -0.01465 -3.53025
C -3.52369 -0.99285 -0.69850
C -4.35324 -0.43468 0.26988
C -5.69113 -0.80101 0.36257
C -6.21376 -1.73591 -0.51853
C -5.39319 -2.30053 -1.48708
C -4.05789 -1.93218 -1.57814
As 1.90454 -1.73885 -0.03952
C 3.17863 -1.70389 1.45370
C 4.52832 -1.84744 1.13276
C 5.50119 -1.82026 2.11902
C 5.14100 -1.63589 3.44828
C 3.80442 -1.47783 3.77622
C 2.82864 -1.51258 2.78520
C 2.21844 -3.65681 -0.43087
C 2.50411 -4.01029 -1.74618
C 2.75752 -5.33461 -2.09178
C 2.73753 -6.32114 -1.11868
C 2.47277 -5.97833 0.20279
C 2.22007 -4.65711 0.54045
H 0.39392 -2.90889 1.64148
H 0.20941 -1.14917 1.70753
H -1.85368 -2.33269 0.91346
H -0.99942 -2.94498 -0.48335
H -0.14165 -2.72620 -2.26547
H 0.30138 -3.10349 -4.63407
H -0.51954 -1.49287 -6.32876
H -1.78712 0.50928 -5.59914
H -2.21997 0.90084 -3.23028
H -3.95196 0.29774 0.96280
H -6.32213 -0.34979 1.11884
H -7.25702 -2.02047 -0.45472
H -5.79638 -3.02874 -2.18100
H -3.42987 -2.36292 -2.34899
H 4.82301 -1.97522 0.09634
H 6.54543 -1.92506 1.84910
H 5.90121 -1.59304 4.21849
H 3.51529 -1.30973 4.80692
H 1.79304 -1.37225 3.06365
H 2.53629 -3.23986 -2.50847
H 2.97471 -5.59012 -3.12219
H 2.93747 -7.35248 -1.38392
H 2.47120 -6.74254 0.97161
H 2.03668 -4.39812 1.57790
S 1.57671 4.40046 -0.69545
Sb 1.09899 3.47319 -2.83933
S 1.73769 1.26734 -2.56566
S -1.26798 3.31849 -2.63510
S 1.85201 4.66087 -4.63816
F -5.29345 7.30916 0.10213
C -5.68463 6.07151 0.45299
F -6.19190 6.17173 1.70385
F -6.71114 5.73806 -0.34901
C -4.55061 5.07924 0.39593
C -4.69396 3.86813 -0.25516
C -3.61254 3.00015 -0.25391
N -2.46966 3.27384 0.36442
C -2.34132 4.44409 0.98648
C -3.35643 5.38785 1.02317
H -5.60293 3.60568 -0.77601
H -3.65907 2.06510 -0.79797
H -1.38290 4.63663 1.45668
H -3.20260 6.33571 1.51944
Cl 6.72868 3.01034 3.80532
C 5.10229 2.69422 3.21653
C 4.03478 2.86970 4.07875
C 2.75512 2.61637 3.60554
C 2.56396 2.16497 2.30876
C 3.64802 2.00554 1.45344
C 4.92839 2.28140 1.90703
C 1.18847 1.88451 1.78786
O 0.21846 2.59105 2.15801
O 1.07573 0.97508 0.91736
H 4.20563 3.20693 5.09227
H 1.89247 2.76984 4.24120
H 3.47052 1.69849 0.42870
H 5.78060 2.18175 1.24921

Atoms 1-6, force components in eV/Å:
Ca -0.7 0.2 -1.2
C -0.1 -0.1 -0.1
C -0.1 0.0 0.1
As 0.2 0.0 -0.4
C 0.0 -0.1 0.1
C 0.0 0.0 0.0

no.,HOMO (eV),E_tot (hartree),orbital gap (eV)
1,-10.64,-7930.60820,8.6
2,-5.07,-3528.88620,7.1
3,-12.27,-4277.31544,4.3
4,-10.90,-4082.33293,8.1
5,-1.45,-9452.85103,5.3